Record 1
Molecular formula: C48H57F11N6O7PTi
Method: DFT, wB97M-V/def2-TZVPD

Calculated values
E_HOMO (spin up / spin down) (hartree): -0.10522 / -0.21075
Net charge: -1
LUMO level (spin up / spin down) (eV): 2.2 / 2.1
2S+1: 3

Last column: Mulliken charge in e.
Cartesian coordinates (Å):
Ti  -0.601  0.463  -0.251  -2.33
C  4.499  5.492  -2.305  -0.95
C  3.197  5.549  -1.511  -1.24
N  2.433  4.317  -1.610  0.63
C  2.441  3.442  -0.547  -0.61
C  1.750  2.284  -0.533  1.19
C  1.693  1.575  0.802  0.12
O  2.607  1.670  1.589  -0.84
O  0.560  0.932  1.080  -0.56
C  1.051  1.878  -1.712  -0.39
O  0.275  0.764  -1.767  -0.43
C  1.077  2.750  -2.833  0.81
C  0.444  2.427  -4.035  -1.30
C  0.378  3.325  -5.077  1.02
F  -0.202  2.857  -6.219  -0.44
C  0.900  4.619  -5.008  -0.39
C  1.587  4.909  -3.807  0.33
C  1.708  4.009  -2.761  -1.06
N  0.810  5.575  -6.043  -0.13
C  1.295  6.922  -5.735  -0.83
C  0.455  7.696  -4.771  -1.05
N  -1.146  7.767  -7.290  -0.39
C  -0.588  6.580  -7.936  -1.32
C  -0.310  5.427  -6.986  -0.30
H  5.051  6.431  -2.210  0.45
H  4.299  5.309  -3.363  0.24
H  5.128  4.679  -1.932  0.21
H  2.580  6.386  -1.841  0.57
H  3.412  5.709  -0.458  0.56
H  2.973  3.758  0.338  0.66
H  -0.010  1.450  -4.150  0.63
H  1.998  5.895  -3.674  0.33
H  1.409  7.464  -6.673  0.52
H  2.314  6.810  -5.354  0.47
H  0.327  8.766  -4.880  0.32
H  -0.128  7.172  -4.019  0.51
H  -1.400  8.468  -7.971  0.23
H  -1.976  7.529  -6.763  0.21
H  0.325  6.866  -8.463  0.41
H  -1.264  6.157  -8.685  0.43
H  -0.101  4.574  -7.624  0.33
H  -1.239  5.201  -6.445  0.38
O  2.611  -0.609  -0.742  0.90
P  4.002  -0.893  -1.149  -1.62
N  4.127  -2.422  -1.783  0.35
C  5.367  -2.851  -2.438  -0.48
C  4.933  -4.006  -3.347  -0.75
C  3.481  -3.657  -3.690  -0.71
C  2.954  -3.106  -2.370  0.50
N  4.620  0.162  -2.261  1.14
C  3.927  0.231  -3.563  0.22
C  4.617  1.392  -4.271  -0.17
C  6.048  1.309  -3.730  -0.83
C  5.844  0.959  -2.257  -0.48
N  5.167  -0.912  0.044  -0.01
C  4.901  -1.954  1.081  -0.43
C  5.535  -1.386  2.342  -0.80
C  5.247  0.112  2.225  -0.70
C  5.434  0.392  0.732  0.07
H  6.112  -3.165  -1.701  0.29
H  5.807  -2.030  -3.020  0.10
H  4.963  -4.947  -2.792  0.32
H  5.575  -4.103  -4.223  0.39
H  2.906  -4.512  -4.048  0.43
H  3.459  -2.880  -4.460  0.27
H  2.627  -3.922  -1.717  0.25
H  2.115  -2.421  -2.477  -0.60
H  2.857  0.377  -3.431  -0.41
H  4.075  -0.700  -4.130  -0.06
H  4.150  2.337  -3.984  -0.22
H  4.563  1.297  -5.357  0.46
H  6.613  2.234  -3.857  0.44
H  6.589  0.503  -4.236  0.34
H  5.714  1.875  -1.668  0.13
H  6.684  0.405  -1.833  0.34
H  5.335  -2.906  0.777  0.27
H  3.826  -2.100  1.229  0.10
H  6.615  -1.565  2.329  0.31
H  5.120  -1.834  3.245  0.41
H  5.916  0.721  2.833  0.50
H  4.215  0.333  2.500  0.11
H  6.457  0.707  0.517  0.38
H  4.745  1.170  0.396  -0.27
F  -1.362  3.341  2.738  -0.33
C  -2.199  2.845  1.811  0.39
F  -3.447  3.124  2.225  -0.32
F  -2.057  1.515  1.840  -0.16
C  -1.887  3.389  0.352  1.04
O  -1.153  2.547  -0.385  0.72
C  -1.140  4.763  0.509  0.07
F  0.115  4.574  0.932  -0.24
F  -1.740  5.602  1.376  -0.31
F  -1.066  5.400  -0.673  -0.28
C  -3.249  3.657  -0.383  0.31
F  -3.944  4.704  0.106  -0.30
F  -4.035  2.573  -0.311  -0.22
F  -3.032  3.904  -1.681  -0.21
C  -2.657  -3.475  -5.733  -1.57
C  -2.915  -2.735  -4.443  0.79
C  -3.192  -3.415  -3.266  -0.89
C  -3.402  -2.743  -2.065  0.79
C  -3.689  -3.516  -0.801  -1.87
C  -3.314  -1.353  -2.054  1.15
C  -3.072  -0.634  -3.232  1.03
C  -3.038  0.879  -3.246  -1.54
C  -2.881  -1.343  -4.413  -0.90
C  -3.438  -0.627  -0.746  -0.29
O  -4.421  -0.705  -0.055  -0.65
O  -2.374  0.100  -0.430  0.46
H  -2.705  -4.555  -5.586  0.36
H  -1.666  -3.230  -6.127  0.32
H  -3.388  -3.200  -6.498  0.36
H  -3.237  -4.502  -3.277  0.23
H  -3.631  -4.589  -0.986  0.35
H  -4.683  -3.272  -0.422  0.43
H  -2.973  -3.259  -0.016  0.25
H  -2.106  1.264  -2.835  -0.07
H  -3.845  1.297  -2.641  0.32
H  -3.138  1.254  -4.266  0.62
H  -2.697  -0.792  -5.334  0.42
F  0.342  -5.641  0.490  -0.43
C  0.135  -4.308  0.337  0.40
C  0.192  -3.492  1.447  -1.11
C  -0.017  -2.127  1.272  -0.38
C  -0.272  -1.565  0.018  2.06
C  -0.312  -2.445  -1.067  -0.14
C  -0.118  -3.815  -0.923  -0.93
H  0.399  -3.921  2.421  0.44
H  0.041  -1.483  2.142  0.42
H  -0.495  -2.059  -2.066  0.51
H  -0.163  -4.488  -1.774  0.43

---

Record 2
Molecular formula: C48H57NO4P
Method: DFT, wB97M-V/def2-TZVPD

Calculated values
E_HOMO (hartree): -0.12306
Net charge: -1
LUMO level (eV): -0.2

Last column: Mulliken charge in e.
Cartesian coordinates (Å):
C  1.690  2.688  -2.187  -1.12
C  1.201  4.078  -1.770  -0.54
C  0.156  3.966  -0.667  -0.01
C  -0.490  5.296  -0.268  -1.51
P  -2.351  5.374  -0.778  0.39
C  -2.984  5.810  0.997  -1.41
C  -4.454  5.438  1.221  -0.55
C  -5.472  6.535  0.856  -0.69
C  -6.171  6.347  -0.495  -0.12
C  -7.645  6.749  -0.469  -1.03
C  -8.285  6.906  -1.856  -1.00
C  -7.822  5.853  -2.861  -0.78
C  -8.246  4.444  -2.464  -0.21
C  -7.599  3.389  -3.338  -0.95
C  -8.009  1.940  -3.023  -0.57
C  -8.011  1.624  -1.525  -0.21
C  -7.685  0.165  -1.188  -1.03
N  -7.029  0.052  0.110  0.27
C  -7.681  0.319  1.285  -0.34
C  -6.779  0.161  2.325  -0.65
C  -5.541  -0.203  1.751  -0.58
C  -5.730  -0.267  0.378  -0.34
H  2.312  2.269  -1.398  0.26
H  2.253  2.698  -3.117  0.40
H  0.817  2.049  -2.308  0.23
H  2.047  4.651  -1.389  0.31
H  0.787  4.609  -2.624  0.37
H  0.648  3.504  0.195  0.19
H  -0.627  3.269  -0.989  0.21
H  0.020  6.094  -0.811  0.57
H  -0.333  5.483  0.795  0.46
H  -2.505  3.920  -0.467  -0.25
H  -3.734  5.430  -1.278  -0.46
H  -2.195  6.822  -1.112  -0.07
H  -1.907  5.010  -2.152  0.08
H  -2.366  5.292  1.733  0.42
H  -2.834  6.881  1.157  0.38
H  -4.574  5.181  2.276  0.39
H  -4.638  4.515  0.660  0.17
H  -6.224  6.575  1.645  0.46
H  -4.946  7.488  0.861  0.33
H  -5.629  6.881  -1.273  0.49
H  -6.091  5.292  -0.744  0.04
H  -7.779  7.644  0.136  0.48
H  -8.181  5.958  0.062  0.33
H  -9.366  6.791  -1.743  0.34
H  -8.095  7.908  -2.240  0.39
H  -6.741  5.890  -2.967  0.30
H  -8.267  6.077  -3.833  0.51
H  -9.333  4.341  -2.518  0.43
H  -7.982  4.307  -1.418  0.08
H  -7.877  3.605  -4.372  0.34
H  -6.512  3.446  -3.292  0.34
H  -7.323  1.269  -3.539  0.37
H  -8.988  1.753  -3.468  0.31
H  -7.245  2.234  -1.049  0.31
H  -8.959  1.927  -1.090  0.27
H  -7.060  -0.280  -1.953  0.40
H  -8.613  -0.396  -1.102  0.25
H  -8.713  0.608  1.328  0.36
H  -7.001  0.314  3.365  0.43
H  -4.616  -0.380  2.268  0.46
H  -5.019  -0.493  -0.393  0.37
C  -0.030  0.514  1.411  -0.80
C  0.293  0.137  0.112  -0.57
C  1.228  -0.860  -0.112  -0.69
C  1.848  -1.484  0.962  0.40
C  1.533  -1.097  2.269  0.34
C  0.589  -0.101  2.487  -0.70
C  2.207  -1.724  3.438  0.59
O  1.933  -1.402  4.576  -0.67
C  3.241  -2.767  3.173  0.15
C  3.919  -3.336  4.244  -0.53
C  4.874  -4.313  4.019  -0.59
C  5.152  -4.732  2.722  -0.29
C  4.481  -4.166  1.652  -0.63
C  3.529  -3.178  1.872  0.18
C  2.837  -2.564  0.701  0.51
O  3.079  -2.942  -0.428  -0.68
H  -0.760  1.295  1.578  0.65
H  -0.182  0.632  -0.724  0.55
H  1.483  -1.155  -1.120  0.47
H  0.347  0.191  3.499  0.47
H  3.693  -3.007  5.249  0.47
H  5.404  -4.751  4.854  0.40
H  5.898  -5.497  2.545  0.42
H  4.692  -4.482  0.640  0.51
C  9.357  -6.932  -3.354  -0.45
C  8.465  -6.179  -2.598  -0.56
C  8.484  -6.261  -1.216  -0.65
C  9.391  -7.103  -0.585  0.19
C  10.277  -7.870  -1.345  0.37
C  10.260  -7.775  -2.731  -0.63
C  11.237  -8.805  -0.693  0.54
O  12.013  -9.465  -1.351  -0.67
C  11.212  -8.908  0.794  0.18
C  12.065  -9.805  1.424  -0.58
C  12.064  -9.907  2.804  -0.46
C  11.215  -9.108  3.563  -0.50
C  10.360  -8.215  2.941  -0.53
C  10.351  -8.116  1.556  0.18
C  9.405  -7.165  0.904  0.53
O  8.667  -6.465  1.564  -0.66
H  9.344  -6.860  -4.434  0.39
H  7.755  -5.526  -3.087  0.43
H  7.799  -5.674  -0.620  0.65
H  10.954  -8.366  -3.312  0.47
H  12.725  -10.419  0.827  0.47
H  12.727  -10.608  3.293  0.40
H  11.220  -9.186  4.642  0.40
H  9.695  -7.593  3.523  0.48

---

Listing DFT total energy for the structures above in their given order: -136278.7318, -69668.5118 eV.
Listing energy above the lowest of the compared OMol25 structures with the same formula, charge and spin for the structures above in their given order: 1.572, 0.000 eV.